{
  "formula": "C54H55FN8O20PS",
  "method": "ωB97M-V/def2-TZVPD",
  "elements": ["C", "C", "C", "F", "C", "O", "P", "O", "C", "C", "S", "O", "O", "H", "H", "H", "H", "H", "H", "H", "H", "H", "H", "H", "H", "H", "H", "H", "C", "C", "C", "C", "C", "C", "N", "O", "O", "H", "H", "H", "H", "H", "C", "C", "C", "C", "C", "C", "N", "O", "O", "H", "H", "H", "H", "H", "C", "C", "C", "C", "C", "C", "N", "O", "O", "H", "H", "H", "H", "H", "C", "C", "C", "C", "C", "C", "N", "O", "O", "H", "H", "H", "H", "H", "C", "C", "C", "C", "C", "C", "N", "O", "O", "H", "H", "H", "H", "H", "C", "C", "C", "C", "C", "C", "N", "O", "O", "H", "H", "H", "H", "H", "C", "C", "C", "C", "C", "C", "N", "O", "O", "H", "H", "H", "H", "H", "C", "C", "C", "C", "C", "C", "N", "O", "O", "H", "H", "H", "H", "H"],
  "coordinates": [[0.167, -2.857, 1.543], [-0.196, -2.762, 0.009], [-0.983, -1.467, -0.401], [-1.219, -1.556, -1.822], [-2.327, -1.231, 0.367], [-2.651, 0.124, 0.716], [-4.280, 0.073, 1.358], [-4.803, -1.134, 0.166], [-3.671, -1.930, -0.195], [-3.644, -3.430, 0.298], [-5.266, -4.304, 0.163], [-5.048, -5.752, 0.517], [-6.269, -3.709, 1.095], [0.660, -3.865, 1.702], [-0.712, -2.831, 2.235], [0.921, -2.094, 1.869], [0.793, -2.717, -0.542], [-0.679, -3.718, -0.337], [-0.346, -0.544, -0.271], [-2.228, -1.699, 1.388], [-3.807, 0.829, 2.500], [-4.498, 1.222, 0.505], [-5.654, 0.201, 1.808], [-4.088, -1.076, 2.236], [-3.638, -1.860, -1.325], [-3.273, -3.560, 1.356], [-2.936, -4.002, -0.373], [-5.749, -4.290, -1.140], [-8.910, -2.232, 6.230], [-8.445, -1.219, 7.062], [-7.399, -0.404, 6.647], [-6.831, -0.609, 5.396], [-7.283, -1.623, 4.560], [-8.328, -2.437, 4.983], [-5.747, 0.262, 4.943], [-5.355, 1.139, 5.710], [-5.308, 0.065, 3.832], [-9.731, -2.863, 6.553], [-8.901, -1.063, 8.032], [-7.046, 0.381, 7.303], [-6.838, -1.788, 3.585], [-8.691, -3.229, 4.338], [-4.957, -9.705, -1.636], [-3.937, -10.620, -1.874], [-2.614, -10.198, -1.887], [-2.326, -8.858, -1.655], [-3.340, -7.935, -1.423], [-4.660, -8.365, -1.415], [-0.931, -8.414, -1.642], [-0.069, -9.245, -1.867], [-0.709, -7.244, -1.405], [-5.989, -10.038, -1.621], [-4.173, -11.663, -2.047], [-1.827, -10.918, -2.073], [-3.120, -6.890, -1.246], [-5.457, -7.655, -1.232], [-7.854, 5.099, 3.904], [-7.354, 4.534, 5.072], [-8.166, 3.725, 5.855], [-9.476, 3.485, 5.454], [-9.985, 4.052, 4.292], [-9.168, 4.863, 3.516], [-10.327, 2.612, 6.262], [-9.855, 2.147, 7.282], [-11.457, 2.392, 5.865], [-7.215, 5.726, 3.291], [-6.330, 4.721, 5.370], [-7.767, 3.288, 6.761], [-11.006, 3.870, 3.980], [-9.553, 5.307, 2.609], [4.111, -0.614, -3.291], [2.812, -0.950, -2.923], [2.181, -0.261, -1.896], [2.860, 0.766, -1.248], [4.160, 1.103, -1.605], [4.785, 0.407, -2.631], [2.191, 1.512, -0.181], [1.062, 1.179, 0.121], [2.802, 2.427, 0.342], [4.599, -1.151, -4.098], [2.290, -1.747, -3.439], [1.170, -0.531, -1.618], [4.682, 1.886, -1.108], [5.798, 0.664, -2.920], [10.532, 4.880, -0.715], [10.351, 3.609, -0.182], [9.122, 2.973, -0.300], [8.083, 3.619, -0.958], [8.253, 4.894, -1.487], [9.484, 5.524, -1.362], [6.796, 2.942, -1.107], [6.686, 1.827, -0.609], [5.924, 3.528, -1.717], [11.495, 5.370, -0.626], [11.171, 3.111, 0.324], [8.991, 1.982, 0.118], [7.444, 5.402, -1.996], [9.629, 6.515, -1.773], [10.887, 0.599, -5.070], [11.078, 1.439, -6.159], [11.302, 2.793, -5.959], [11.335, 3.294, -4.662], [11.137, 2.462, -3.568], [10.911, 1.108, -3.777], [11.595, 4.717, -4.447], [11.743, 5.422, -5.426], [11.650, 5.118, -3.297], [10.718, -0.460, -5.230], [11.058, 1.037, -7.164], [11.450, 3.439, -6.815], [11.157, 2.849, -2.557], [10.759, 0.447, -2.931], [17.157, -1.151, -2.696], [16.925, 0.205, -2.894], [15.914, 0.620, -3.750], [15.138, -0.334, -4.398], [15.367, -1.693, -4.211], [16.382, -2.099, -3.356], [14.055, 0.098, -5.282], [13.896, 1.296, -5.436], [13.373, -0.766, -5.808], [17.944, -1.472, -2.022], [17.532, 0.940, -2.379], [15.741, 1.678, -3.899], [14.767, -2.438, -4.718], [16.568, -3.155, -3.200], [-15.884, 3.737, 1.362], [-14.857, 2.829, 1.131], [-13.537, 3.260, 1.116], [-13.258, 4.603, 1.339], [-14.278, 5.520, 1.564], [-15.596, 5.081, 1.574], [-11.867, 5.056, 1.349], [-11.003, 4.230, 1.130], [-11.654, 6.232, 1.580], [-16.913, 3.397, 1.379], [-15.086, 1.783, 0.965], [-12.745, 2.544, 0.935], [-14.064, 6.567, 1.733], [-16.399, 5.786, 1.751]],
  "atomic_forces_ev_per_a": [[0.36, -0.81, -0.09], [0.74, 0.39, 0.08], [-0.47, 0.26, 0.19], [0.21, -0.02, 0.81], [-0.52, -0.11, 1.74], [0.73, -2.54, -1.58], [-0.94, 1.93, 1.27], [1.89, -0.97, -0.56], [0.07, 1.19, -1.09], [0.06, 0.15, -1.18], [-1.40, -1.71, 4.73], [0.25, 2.27, -1.72], [1.84, -0.48, -2.58], [-0.48, 1.05, -0.14], [0.69, 0.14, -0.71], [-0.85, -0.47, -0.40], [-1.05, -0.10, 0.45], [0.14, 1.08, 0.35], [-0.73, -1.05, 0.09], [0.47, -0.07, -0.95], [-0.12, 0.55, -0.77], [-0.14, -0.19, -0.27], [0.15, -0.33, -0.29], [0.44, -0.31, -0.11], [0.13, -0.69, 1.02], [-0.98, 0.09, -0.94], [-0.79, 0.43, 0.64], [0.61, 0.45, 0.54], [0.05, 0.01, -0.04], [0.04, -0.10, -0.18], [-0.07, 0.04, 0.14], [-0.61, -0.39, 0.29], [0.05, -0.08, -0.23], [0.00, 0.17, 0.24], [0.39, 0.12, -0.45], [-0.17, -0.05, 0.06], [-0.54, -0.19, 1.82], [0.05, 0.04, -0.01], [0.04, 0.05, -0.07], [0.10, 0.00, -0.21], [0.10, 0.18, 0.08], [0.08, 0.07, -0.01], [0.08, 0.04, -0.02], [0.00, 0.21, 0.04], [0.05, -0.17, -0.02], [-0.77, -0.22, 0.01], [0.06, 0.14, 0.00], [-0.03, -0.21, -0.10], [0.25, 0.15, 0.01], [-0.06, 0.00, 0.00], [-0.04, -0.10, -0.04], [0.07, 0.03, 0.00], [0.06, 0.06, 0.01], [0.07, 0.20, 0.05], [0.10, -0.13, 0.06], [0.16, 0.02, 0.10], [-0.04, -0.05, 0.10], [-0.17, 0.04, -0.11], [0.09, -0.04, 0.10], [0.44, 0.42, -0.40], [-0.07, 0.04, -0.10], [0.20, 0.02, 0.21], [-0.06, -0.14, 0.07], [-0.06, 0.02, 0.01], [0.04, 0.03, 0.04], [-0.04, -0.06, 0.03], [-0.07, -0.09, 0.00], [-0.17, -0.08, -0.08], [0.07, -0.13, 0.17], [0.05, -0.05, 0.09], [0.02, 0.05, 0.03], [0.16, 0.12, 0.05], [-0.16, -0.03, 0.07], [0.39, -0.51, -0.74], [-0.61, -0.31, -0.11], [-0.27, -0.14, -0.01], [-0.23, 0.12, 0.24], [0.26, 0.08, -0.04], [0.05, -0.06, -0.05], [-0.04, 0.02, 0.05], [-0.02, 0.06, 0.08], [0.08, 0.16, 0.00], [-0.34, 0.09, 0.18], [-0.05, 0.02, 0.07], [-0.07, -0.01, 0.19], [-0.12, 0.23, -0.08], [0.02, -0.16, 0.05], [0.70, 0.29, 0.08], [0.00, 0.14, -0.09], [-0.07, -0.20, 0.19], [0.13, -0.29, 0.24], [0.40, 0.71, -0.21], [0.19, -0.08, 0.08], [-0.08, -0.03, -0.04], [-0.08, 0.00, -0.01], [-0.19, 0.09, -0.10], [-0.05, -0.20, 0.07], [-0.03, -0.09, -0.01], [-0.19, -0.01, 0.02], [-0.21, 0.14, 0.23], [-0.10, 0.04, -0.16], [-0.13, -0.73, -0.13], [0.06, 0.01, 0.15], [0.05, 0.08, -0.23], [0.06, 0.23, -0.05], [-0.04, -0.04, 0.09], [0.14, -0.06, -0.25], [0.01, 0.08, 0.01], [0.05, 0.05, 0.07], [0.03, 0.10, 0.20], [0.02, 0.14, -0.16], [-0.01, 0.08, -0.02], [-0.01, 0.00, -0.01], [-0.08, -0.20, -0.07], [0.02, 0.15, 0.03], [0.51, -0.23, 0.51], [-0.04, -0.14, -0.02], [0.02, 0.23, 0.01], [-0.24, 0.16, -0.24], [0.27, -0.41, 0.01], [0.30, 0.22, 0.07], [-0.05, 0.02, -0.05], [-0.06, -0.02, -0.06], [-0.14, -0.13, -0.10], [-0.06, 0.21, -0.03], [-0.05, 0.06, -0.04], [0.03, 0.01, -0.01], [-0.04, 0.23, 0.04], [0.08, -0.14, -0.02], [-0.76, -0.26, 0.03], [-0.05, 0.15, 0.04], [0.12, -0.20, -0.04], [0.26, 0.00, -0.08], [-0.20, 0.07, -0.09], [-0.06, -0.03, -0.02], [0.07, 0.02, -0.01], [0.07, 0.06, 0.01], [0.07, 0.20, 0.05], [0.18, -0.13, -0.02], [0.08, -0.01, -0.01]],
  "multiplicity": 1,
  "homo_energy_ev": -3.73,
  "total_energy_ev": -132577.4137,
  "charge": -1,
  "homo_lumo_gap_ev": 3.64
}